C9H17N2P in the gas phase at a distorted geometry. Source: OMol25; level of theory: ωB97M-V/def2-TZVPD.

Properties
**SMILES**: CC1=CN=P[C@@H](C)[C@@H]1NC(C)C
**F_max**: 3.80 eV/A
**E_LUMO (spin up / spin down)**: -0.4 / -0.4 eV
**E_tot**: -803.870911 Ha
**ΔE to the lowest compared entry with this formula, charge and spin**: 1.760 eV
**Gap between HOMO and LUMO (spin up / spin down)**: 7.805 / 7.806 eV

ORCA input file:
```
! RIJCOSX wB97M-V def2-TZVPD def2/J DEFGRID3
* xyz 0 1
C -0.50954 -2.57859 -0.74888
C -1.15612 -1.53705 0.04601
C -2.33773 -1.82483 0.65414
N -3.18899 -0.95688 1.31367
P -3.09517 0.60072 1.26990
C -1.74172 0.83934 -0.11359
C -1.31373 2.27228 -0.04393
C -0.57833 -0.08397 0.02455
N 0.59676 -0.08218 -0.95516
C 1.88663 0.35009 -0.47313
C 2.42741 -0.60313 0.66223
C 2.02408 1.76195 0.08614
H -0.03436 -3.36098 -0.02664
H 0.28064 -2.14382 -1.28690
H -1.11715 -2.98768 -1.62204
H -2.82550 -2.87403 0.45714
H -2.30829 0.54403 -1.00290
H -0.83865 2.88843 -0.84399
H -0.54798 2.26375 0.91244
H -2.27361 2.88440 0.20292
H -0.10616 0.13392 0.98799
H 0.31206 0.21556 -1.82078
H 2.53808 0.19431 -1.32075
H 2.27787 -0.05915 1.69074
H 1.76332 -1.54906 0.62179
H 3.45957 -0.80755 0.41911
H 1.58243 2.00676 1.09557
H 1.74506 2.53444 -0.53516
H 3.07911 1.95893 0.34951
*
```

Here are the natural (NBO) charges for atoms 1 to 4, given in e: -0.678 0.023 -0.059 -0.842